Computed, not measured: a cluster of 2 separate species, C3H8N3 in total in a non-equilibrium geometry, with wB97M-V/def2-TZVPD.

XYZ file:
```
14
Properties=species:S:1:pos:R:3:forces:R:3
C 0.81098 -0.18681 0.96505 -2.2492 0.3772 3.3485
C 1.63906 -0.78017 0.15336 0.0843 1.2688 -1.9414
C -1.68033 -0.60507 -0.38484 3.7116 -0.0149 -2.6137
N 0.50289 1.19080 0.87214 -1.9366 -1.9688 -1.1333
N 2.19624 -0.93715 -0.89183 0.0451 -1.9818 0.3981
N -1.47912 0.59605 -0.90937 -0.1324 -3.8290 -2.0178
H 0.47960 -0.66490 1.89734 0.3679 -0.2280 -0.5816
H -1.32211 -1.52937 -0.97402 -0.8761 1.7077 0.8106
H -1.70708 -0.73924 0.66343 -1.2741 0.1587 1.0113
H 1.20886 1.81757 0.87102 2.7327 2.2871 0.0531
H 2.71543 -1.72522 -1.22227 0.9100 0.3095 -0.6836
H -1.13846 0.70047 -1.90585 -0.7193 -0.1650 1.6444
H -0.29380 1.51595 1.37331 -0.1493 -0.1086 0.6274
H -1.93218 1.34710 -0.50746 -0.5146 2.1872 1.0780
```
Forces are in eV/Å.

Highest occupied orbital energy = -11.704 eV
E = -7700.1221 eV
LUMO = -5.16 eV
Energy above the lowest of the compared OMol25 structures with the same formula, charge and spin = 497.5 kJ/mol
Net charge = +1
Gap between HOMO and LUMO = 6.547 eV

=====

Computed, not measured: a structure of composition C3H8N3 in a non-equilibrium geometry, with wB97M-V/def2-TZVPD.

XYZ file:
```
14
Properties=species:S:1:pos:R:3:forces:R:3
C 0.84692 -0.85561 -0.37839 -0.0905 -0.1619 -0.1623
C 0.89060 0.14025 0.79443 0.7464 -0.5332 0.1549
C -0.58778 -0.51759 -0.82716 0.3810 -0.5948 -0.5459
N -1.26913 -0.44800 0.49421 -0.4570 -1.3975 0.6081
N -0.62927 0.95858 -0.81048 -0.7473 0.6174 -1.2235
N -0.46793 0.73190 0.57670 -0.1340 5.3179 4.2394
H 1.57881 -0.64323 -1.15501 -0.0384 0.0063 0.0020
H 0.94485 -1.89070 -0.06388 -0.0185 0.0244 0.0242
H 0.91434 -0.34259 1.77064 -0.0780 0.1637 -0.0797
H 1.66147 0.90564 0.72908 -0.1801 0.0852 -0.0490
H -1.03779 -1.05175 -1.65446 -0.1257 0.0233 0.0413
H -2.25916 -0.23070 0.39771 0.0866 0.5415 -0.1147
H 0.09718 1.49277 -1.28509 0.3418 -0.0460 0.3013
H -0.68311 1.75102 1.41171 0.3138 -4.0461 -3.1962
```
Forces are in eV/Å.

Highest occupied orbital energy = -15.715 eV
E = -7699.9193 eV
LUMO = -4.53 eV
Energy above the lowest of the compared OMol25 structures with the same formula, charge and spin = 517.1 kJ/mol
Net charge = +1
Gap between HOMO and LUMO = 11.183 eV

=====

Computed, not measured: the ion C3H8N3 with charge +1 in a non-equilibrium geometry, with wB97M-V/def2-TZVPD.

XYZ file:
```
14
Properties=species:S:1:pos:R:3:forces:R:3
C -0.16872 -1.04610 0.04945 -1.5186 1.3897 0.2464
C 1.96285 -0.10979 0.08665 -2.3929 2.0397 -2.0359
C -2.20005 0.08174 -0.05100 -1.8726 -1.5779 -2.8785
N 1.09384 -1.15506 0.21724 1.7819 -1.5697 -0.7419
N -0.82699 0.06930 0.17686 0.5300 -0.0210 0.2694
N 1.39899 1.19154 -0.02322 3.8844 1.2889 -2.0269
H -0.58155 -1.95136 -0.22142 -1.6140 -2.0321 -0.3630
H 2.18215 -0.25206 1.08336 1.8870 0.1137 3.7224
H 2.76459 -0.48436 -0.50872 1.1541 0.5949 -0.4780
H -2.54062 1.05242 -0.18195 -0.3500 2.1369 -0.0901
H -2.56389 -0.43760 -1.05297 0.9389 0.3428 2.0561
H -2.80694 -0.26656 0.76876 0.0424 -0.6869 0.5393
H 0.44269 1.26472 0.16855 -1.9593 0.1492 0.7902
H 1.84366 2.04318 -0.51158 -0.5112 -2.1682 0.9907
```
Forces are in eV/Å.

Highest occupied orbital energy (spin up / spin down) = -14.924 / -15.328 eV
E = -7699.1284 eV
LUMO (spin up / spin down) = -7.82 / -7.20 eV
Energy above the lowest of the compared OMol25 structures with the same formula, charge and spin = 593.4 kJ/mol
Net charge = +1
Gap between HOMO and LUMO (spin up / spin down) = 7.102 / 8.127 eV

=====

Computed, not measured: the ion C3H8N3O with charge +1 in a non-equilibrium geometry, with wB97M-V/def2-TZVPD.

XYZ file:
```
15
Properties=species:S:1:pos:R:3:forces:R:3
C 1.35746 0.17079 0.84623 2.5117 -1.3986 0.7275
N 0.28412 0.35378 -0.07811 0.2150 -0.3637 -1.5763
C 0.37800 0.94223 -1.25355 -2.5902 -0.7223 -0.1532
N -0.80975 1.09910 -1.78544 1.1850 1.1047 -2.5427
O -1.82132 0.64566 -1.07056 -0.3513 -1.2611 2.4775
C -1.11677 0.00976 0.23631 -0.6741 1.9488 -0.9974
N -1.46475 -1.29297 0.32131 1.0028 0.8691 -0.4725
H 2.28171 0.69039 0.34572 -1.5159 -1.3768 1.2567
H 1.12855 0.70539 1.77781 0.1340 -0.0901 -0.1774
H 1.56232 -0.99771 1.16445 -0.4831 3.0231 -1.2060
H 1.17603 1.17675 -1.87775 1.8137 0.4189 -0.2859
H -1.04212 1.31451 -2.78302 0.5289 -0.1974 1.3448
H -1.32073 0.79293 0.98227 -1.0401 -1.4110 0.5728
H -1.90711 -1.72365 1.07079 -0.9704 -0.2824 1.5163
H -1.33669 -1.86970 -0.47949 0.2341 -0.2612 -0.4843
```
Forces are in eV/Å.

Highest occupied orbital energy = -13.765 eV
E = -9749.2284 eV
LUMO = -3.34 eV
Energy above the lowest of the compared OMol25 structures with the same formula, charge and spin = 312.2 kJ/mol
Net charge = +1
Gap between HOMO and LUMO = 10.426 eV

=====

Computed, not measured: the ion C3H8N3O with charge +1 in a non-equilibrium geometry, with wB97M-V/def2-TZVPD.

XYZ file:
```
15
Properties=species:S:1:pos:R:3:forces:R:3
H 3.02005 -0.87548 -0.15606 -0.2678 0.1326 0.3578
N 2.03549 -0.73004 0.09862 1.6522 -0.0066 -0.2033
C 1.67035 0.46778 0.15926 -3.2563 -2.6992 -0.7946
C 0.17833 0.74282 0.32312 -1.3173 0.2317 2.7432
O -0.27873 1.84831 -0.36497 -0.4837 0.8968 0.4632
C -0.90308 -0.31721 0.09070 1.0438 -3.1798 -2.1162
N -2.20781 -0.19387 0.24961 -0.4478 1.6528 0.3714
N -0.38319 -1.44942 -0.41006 -0.0528 2.2197 1.2445
H 2.16359 1.31895 -0.09682 2.1135 2.4591 -0.2528
H 0.09431 0.80973 1.48590 0.0054 0.8016 -1.4416
H 0.34140 2.21102 -0.99336 0.4176 0.0803 -0.2380
H -2.88440 -0.90212 -0.01520 0.6109 -0.2166 -0.0369
H -2.66350 0.71813 0.36497 0.7233 -0.3815 0.2048
H 0.67205 -1.31711 -0.38978 -0.6233 -1.6792 0.0002
H -0.85487 -2.33149 -0.34593 -0.1179 -0.3115 -0.3018
```
Forces are in eV/Å.

Highest occupied orbital energy = -15.039 eV
E = -9751.0397 eV
LUMO = -3.48 eV
Energy above the lowest of the compared OMol25 structures with the same formula, charge and spin = 137.4 kJ/mol
Net charge = +1
Gap between HOMO and LUMO = 11.557 eV

=====

Computed, not measured: the ion C3H8N3O with charge +1 in a non-equilibrium geometry, with wB97M-V/def2-TZVPD.

XYZ file:
```
15
Properties=species:S:1:pos:R:3:forces:R:3
C -1.88303 -0.61004 0.58424 -0.2595 0.6895 -1.1055
N -0.52361 -0.62342 0.08031 3.6472 3.2601 -1.5897
O 0.45657 -1.12810 1.01306 -1.4384 -0.0452 -0.1102
C 1.72039 -0.79937 0.53591 1.9405 -2.6048 1.3984
N 1.52731 0.33209 -0.29804 1.1156 2.5764 -1.7340
C 0.26130 0.66756 -0.47002 -2.4876 -3.9185 0.9520
N -0.39178 1.60263 -1.14727 0.8259 -1.2438 0.8200
H -1.98206 -0.95661 1.60143 0.1926 0.3758 0.3756
H -2.35194 0.37586 0.35423 0.3496 -0.5547 0.7235
H -2.37357 -1.30696 -0.07114 -0.5941 -0.4373 0.0170
H 2.30963 -1.64118 -0.02183 -1.4321 1.2532 0.4993
H 2.31710 -0.63467 1.48482 -0.4274 0.3387 -1.1907
H 2.37155 0.62858 -0.87405 -1.9064 0.0145 0.9802
H -0.09725 2.47878 -1.45132 1.9471 1.4131 -0.4441
H -1.36060 1.61487 -1.32033 -1.4729 -1.1171 0.4082
```
Forces are in eV/Å.

Highest occupied orbital energy = -13.372 eV
E = -9748.9044 eV
LUMO = -3.72 eV
Energy above the lowest of the compared OMol25 structures with the same formula, charge and spin = 343.4 kJ/mol
Net charge = +1
Gap between HOMO and LUMO = 9.649 eV

=====

Computed, not measured: a cluster of 2 separate species, C3H8N3OS in total in a non-equilibrium geometry, with wB97M-V/def2-TZVPD.

XYZ file:
```
16
Properties=species:S:1:pos:R:3:forces:R:3
C 0.57645 -0.08822 0.55678 0.0872 -1.7280 0.1589
C -1.28563 -1.32854 1.61715 2.4892 -2.9828 1.3351
C 0.79592 2.13817 -0.20304 2.6102 3.0322 -2.4127
N 0.49345 -0.99470 -3.26015 1.8689 -1.8131 -0.8834
N 0.05310 -1.18136 0.97618 0.8358 -2.3538 0.4880
N 0.20895 1.11705 0.59525 -3.1960 2.1800 1.6651
O 1.45086 -1.53353 -3.67458 0.6622 -0.0586 -0.1607
S -0.68599 -0.23762 -2.80376 -2.5388 1.8606 1.0777
H -1.57666 -0.38734 2.00233 -1.0313 0.3669 0.3596
H -1.86055 -2.00438 1.05277 -1.6689 0.6016 -1.7888
H -1.11443 -2.18077 2.37372 0.0762 2.1111 0.1527
H 1.28837 3.03501 0.39589 -1.2647 -2.0598 -0.8628
H 0.08711 2.59624 -0.97802 0.6837 -0.8010 1.3559
H 1.65765 1.70521 -0.84003 -1.4062 0.5031 1.1785
H 0.61883 -2.08699 1.05149 -0.6567 2.1533 -0.4796
H -0.70744 1.43178 1.13799 2.4491 -1.0118 -1.1834
```
Forces are in eV/Å.

Highest occupied orbital energy (spin up / spin down) = -13.767 / -10.533 eV
E = -20580.2038 eV
LUMO (spin up / spin down) = -3.37 / -6.52 eV
Energy above the lowest of the compared OMol25 structures with the same formula, charge and spin = 619.3 kJ/mol
Net charge = +1
Gap between HOMO and LUMO (spin up / spin down) = 10.395 / 4.012 eV

=====

Computed, not measured: a cluster of 2 separate species, C3H8N4 in total in a non-equilibrium geometry, with wB97M-V/def2-TZVPD.

XYZ file:
```
15
Properties=species:S:1:pos:R:3:forces:R:3
C -1.24931 1.68946 0.15658 0.1528 -0.3394 -0.0844
C -2.18413 0.69555 0.16903 0.1737 0.5098 0.0394
C -2.01370 -1.70462 0.00814 -0.2909 -0.9837 -0.0482
N -0.05614 1.09450 0.00449 -0.7134 0.2206 0.0671
N -1.48964 -0.50134 0.03569 0.3825 0.9728 0.0086
N -0.18725 -0.25285 -0.06305 0.2617 -0.8040 -0.0709
N 2.62349 -0.22680 0.12902 0.2179 0.1388 -0.1092
H -1.36760 2.75052 0.22996 -0.0179 0.1909 0.0402
H -3.24812 0.71951 0.25730 -0.1837 0.0227 0.0172
H 3.60313 -0.39527 -0.07741 -0.1206 0.0192 0.0577
H -1.37140 -2.55220 -0.10588 0.2272 -0.0541 -0.0203
H -3.07430 -1.81446 0.09044 -0.1941 0.1748 0.0218
H 0.88414 1.45223 0.02648 0.0698 -0.0224 0.0534
H 2.37974 -0.75884 0.95739 -0.0073 0.0242 -0.0968
H 2.06750 -0.60904 -0.62902 0.0422 -0.0701 0.1244
```
Forces are in eV/Å.

Highest occupied orbital energy = -6.330 eV
E = -9198.1460 eV
LUMO = 1.04 eV
Energy above the lowest of the compared OMol25 structures with the same formula, charge and spin = 336.5 kJ/mol
Net charge = 0
Gap between HOMO and LUMO = 7.370 eV